# 1
{"formula": "C6H10ClNO", "method": "wB97M-V/def2-TZVPD", "elements": ["C", "C", "C", "C", "Cl", "C", "C", "O", "N", "H", "H", "H", "H", "H", "H", "H", "H", "H", "H"], "coordinates": [[1.45, -0.81, -0.04], [0.48, 0.35, 0.27], [-0.95, 0.18, -0.31], [-1.71, -1.09, 0.76], [-1.34, -2.65, 0.05], [-1.81, 1.42, -0.17], [-2.55, 1.47, -1.24], [-2.27, 0.49, -2.17], [-1.06, -0.20, -1.61], [1.94, -1.37, 0.70], [2.26, -0.31, -0.54], [0.84, -1.61, -0.62], [0.89, 1.14, -0.30], [0.43, 0.58, 1.40], [-2.86, -1.03, 0.77], [-1.30, -0.90, 1.74], [-1.78, 2.12, 0.64], [-3.23, 2.18, -1.48], [-1.18, -1.16, -1.77]], "nbo_charge": [-0.63, -0.41, 0.14, -0.46, -0.06, -0.33, 0.14, -0.35, -0.34, 0.21, 0.21, 0.22, 0.21, 0.21, 0.22, 0.21, 0.23, 0.20, 0.38], "lumo_energy_ev": 0.912, "orbital_gap_ev": 9.0, "smiles": "CC[C@@]1(CCl)C=CON1", "spin_multiplicity": 1, "total_energy_ev": -22440.3866, "e_homo_ev": -8.14}


# 2
{"formula": "C22H25ClN4O2S", "method": "wB97M-V/def2-TZVPD", "elements": ["C", "H", "H", "C", "N", "C", "H", "H", "C", "N", "C", "S", "N", "C", "C", "C", "C", "C", "C", "C", "O", "H", "H", "C", "O", "N", "H", "C", "C", "C", "C", "C", "C", "C", "Cl", "H", "H", "H", "H", "H", "H", "H", "H", "H", "H", "C", "C", "H", "H", "H", "H", "H", "H", "H", "H"], "coordinates": [[7.07, 0.28, -0.04], [8.22, 0.43, 0.12], [7.09, 0.42, -1.24], [6.62, -1.11, 0.39], [5.17, -1.54, 0.25], [4.46, -1.60, -0.82], [5.14, -2.15, -1.36], [3.63, -2.15, -0.88], [3.98, -0.22, -1.72], [2.79, 0.20, -1.17], [2.60, 1.63, -0.47], [3.83, 2.53, -0.29], [1.46, 1.63, -0.14], [0.30, 1.20, -0.20], [-0.95, 1.53, 0.13], [-2.16, 0.77, 0.16], [-1.99, -0.53, -0.68], [-0.85, -0.85, -1.16], [0.45, 0.04, -1.05], [1.61, -0.48, -1.39], [1.72, -1.52, -2.29], [-0.85, -1.60, -1.68], [-2.93, -0.81, -0.90], [-3.44, 1.38, 0.76], [-3.58, 2.69, 0.47], [-4.17, 0.41, 0.97], [-4.04, -0.78, 0.83], [-5.54, 0.87, 1.44], [-6.70, 0.42, 0.53], [-7.26, 1.48, -0.12], [-8.23, 1.41, -1.22], [-8.57, -0.02, -1.69], [-7.85, -1.03, -0.96], [-6.95, -0.96, -0.03], [-6.15, -2.26, 0.70], [-8.06, -1.88, -1.25], [-9.26, -0.17, -2.50], [-8.76, 2.15, -1.35], [-7.07, 2.57, 0.13], [-5.90, 0.23, 2.45], [-5.48, 1.69, 1.90], [-1.16, 2.53, 1.07], [1.31, 2.65, 0.50], [3.87, -0.65, -2.65], [4.65, 0.63, -1.60], [4.52, -0.80, 1.44], [4.69, -1.51, 2.85], [4.02, -1.16, 3.57], [4.50, -2.38, 2.62], [5.47, -1.13, 3.23], [3.34, -0.81, 1.15], [4.59, 0.39, 1.49], [7.24, -1.81, -0.26], [6.97, -1.26, 1.54], [6.56, 1.02, 0.42]], "nbo_charge": [-0.63, 0.22, 0.20, -0.22, -0.44, -0.18, 0.20, 0.22, -0.29, -0.38, 0.21, -0.05, -0.51, 0.17, -0.19, -0.01, -0.25, -0.06, -0.13, 0.53, -0.71, 0.20, 0.20, 0.60, -0.65, -0.58, 0.48, -0.20, -0.04, -0.21, -0.13, -0.17, -0.24, -0.05, 0.04, 0.20, 0.23, 0.17, 0.23, 0.19, 0.22, 0.21, 0.40, 0.24, 0.23, -0.24, -0.61, 0.20, 0.21, 0.20, 0.18, 0.19, 0.19, 0.20, 0.21], "lumo_energy_ev": -1.004, "orbital_gap_ev": 6.6, "spin_multiplicity": 1, "total_energy_ev": -56614.1996, "e_homo_ev": -7.65}


# 3
{"formula": "C18H41N2OP3RhS", "method": "wB97M-V/def2-TZVPD", "elements": ["Rh", "P", "P", "P", "H", "C", "C", "H", "C", "C", "C", "C", "C", "C", "C", "C", "C", "H", "H", "H", "H", "H", "H", "H", "H", "H", "H", "H", "H", "H", "H", "H", "H", "H", "H", "H", "H", "H", "H", "H", "H", "H", "H", "H", "H", "H", "C", "C", "C", "C", "C", "C", "O", "H", "H", "H", "H", "H", "H", "N", "C", "N", "S", "H", "H", "H", "H"], "coordinates": [[0.02, 0.02, 1.21], [1.77, 1.05, 2.63], [-0.92, 1.78, 0.15], [1.44, -0.50, -0.44], [-1.76, -2.18, 1.39], [-0.73, -2.00, 1.05], [0.32, -2.05, 2.04], [0.06, -2.23, 3.09], [1.53, 1.53, 4.36], [2.50, 2.62, 2.11], [3.20, -0.04, 2.81], [-2.27, 1.38, -1.03], [-1.70, 3.18, 1.04], [0.14, 2.80, -0.96], [2.33, -2.10, -0.38], [2.84, 0.58, -0.91], [0.59, -0.70, -2.05], [-0.54, -2.44, 0.07], [1.29, -2.47, 1.78], [1.08, 0.54, 5.03], [0.75, 2.27, 4.51], [2.44, 1.71, 4.88], [1.75, 3.42, 2.15], [2.90, 2.54, 1.10], [3.32, 2.88, 2.80], [2.92, -0.98, 3.29], [3.96, 0.47, 3.44], [3.65, -0.26, 1.84], [-2.63, 2.29, -1.54], [-3.11, 0.91, -0.50], [-1.91, 0.67, -1.79], [-2.07, 3.92, 0.31], [-0.97, 3.66, 1.70], [-2.55, 2.84, 1.65], [-0.48, 3.60, -1.41], [0.57, 2.21, -1.77], [0.95, 3.27, -0.39], [2.90, -2.22, -1.32], [1.63, -2.94, -0.28], [3.03, -2.13, 0.46], [3.29, 0.20, -1.85], [3.61, 0.58, -0.13], [2.52, 1.61, -1.08], [1.30, -1.08, -2.80], [0.19, 0.25, -2.41], [-0.23, -1.41, -1.94], [-2.57, -0.85, -5.76], [-3.70, -1.39, -6.41], [-3.90, -2.76, -6.41], [-2.99, -3.62, -5.77], [-1.88, -3.07, -5.12], [-1.66, -1.69, -5.11], [-2.32, 0.49, -5.72], [-3.03, 0.96, -6.20], [-4.40, -0.72, -6.91], [-4.77, -3.18, -6.92], [-3.16, -4.69, -5.77], [-1.17, -3.73, -4.62], [-0.80, -1.26, -4.62], [0.30, -1.24, 5.68], [-0.04, -0.05, 5.11], [-0.95, 0.82, 5.67], [-0.09, -0.01, 3.35], [0.07, -1.38, 6.64], [0.82, -1.98, 5.20], [-1.44, 1.57, 5.15], [-1.20, 0.70, 6.63]], "nbo_charge": [-0.08, 1.13, 1.07, 1.12, 0.25, -0.50, -0.43, 0.22, -0.85, -0.98, -0.97, -0.94, -0.94, -0.95, -0.96, -0.96, -0.97, 0.22, 0.24, 0.21, 0.25, 0.27, 0.26, 0.25, 0.27, 0.25, 0.27, 0.25, 0.25, 0.26, 0.23, 0.26, 0.24, 0.26, 0.26, 0.23, 0.24, 0.26, 0.25, 0.25, 0.26, 0.24, 0.25, 0.25, 0.24, 0.24, 0.45, -0.21, -0.16, 0.01, -0.18, -0.20, -0.53, 0.52, 0.26, 0.27, 0.26, 0.26, 0.25, -0.76, 0.14, -0.79, 0.23, 0.43, 0.43, 0.44, 0.42], "lumo_energy_ev": [-8.346, -11.479], "orbital_gap_ev": [5.7, 5.1], "spin_multiplicity": 5, "charge": 3, "total_energy_ev": -66037.0554, "e_homo_ev": [-14.01, -16.62]}


Quick rundown of ΔE to the lowest compared entry with this formula, charge and spin, same order as above: 3.724, 18.837, 2.518 eV